This record from OMol25 describes a cluster of 2 separate species, C5H4BrN in total at a distorted geometry. The level of theory is ωB97M-V with the def2-TZVPD basis set.

Each line ends with the Mulliken charge.
Geometry (Å):
C1 -0.76180 0.52039 1.47325  0.251
C2 -1.41351 -1.60799 0.14603  -0.490
C3 1.42200 1.39110 -0.53515  -0.422
C4 -0.95339 -0.48459 0.60539  0.376
C5 0.98350 0.20195 -0.81320  -0.025
N1 -0.46764 1.44444 2.11106  -0.524
Br1 1.20242 -1.09048 -2.07441  -0.050
H1 -1.02305 -2.04463 -0.76183  0.086
H2 -2.20887 -2.16400 0.62723  0.277
H3 2.20297 1.89590 -1.08995  0.285
H4 1.01736 1.93791 0.31159  0.235

Properties
DFT total energy ... -76776.9532 eV
M ... 158.00 g/mol
LUMO energy (spin up / spin down) ... -0.83 / -0.92 eV
Energy relative to the best compared isomer or geometry (same formula, charge and spin) ... 295.5 kJ/mol
Highest occupied orbital energy (spin up / spin down) ... -0.328 / -0.327 Eh